Density functional theory data (wB97M-V/def2-TZVPD) for 2 unconnected molecules or ions with the total composition C3H5IN2O in a non-equilibrium geometry.

Each atom is followed by the atoms it is bonded to, with distances in Å.
Element x y z (Å)
1 C -0.44706 0.05560 -1.07356  C3 1.524, N4 1.282, H8 1.165
2 C -1.28526 0.25412 1.19117  N4 1.232, O6 1.160
3 C 0.82668 0.87029 -1.26324  C1 1.524, H9 1.104, H10 1.111, H11 1.055
4 N -1.18919 0.14155 -0.03144  C1 1.282, C2 1.232
5 N 0.34852 -0.88095 1.74890  I7 2.001, H12 0.974
6 O -1.78985 0.67630 2.14693  C2 1.160
7 I 0.73900 -2.25155 0.34425  N5 2.001
8 H -0.79004 -0.71550 -1.87691  C1 1.165
9 H 1.75343 0.27654 -1.35186  C3 1.104
10 H 0.88926 1.42248 -0.30153  C3 1.111
11 H 0.86201 1.58535 -2.03807  C3 1.055
12 H 0.08250 -1.43423 2.50538  N5 0.974

Calculated values
- Energy above the lowest of the compared OMol25 structures with the same formula, charge and spin: 2.271 eV
- Molecular weight: 212.0 g/mol
- E_LUMO (spin up / spin down): -0.0254 / -0.0254 hartree
- Electronic energy: -599.63714 hartree